1.
{"formula": "C22H28FN4P", "method": "wB97M-V/def2-TZVPD", "symbols": ["C", "C", "F", "P", "H", "H", "H", "H", "H", "H", "H", "H", "N", "C", "C", "C", "C", "C", "H", "H", "H", "H", "H", "N", "C", "C", "C", "C", "C", "H", "H", "H", "H", "H", "N", "C", "C", "C", "C", "C", "H", "H", "H", "H", "H", "N", "C", "C", "C", "C", "C", "H", "H", "H", "H", "H"], "positions_angstrom": [[0.618, -1.834, 1.541], [0.345, -1.484, 0.046], [0.242, -2.662, -0.723], [1.598, -0.245, -0.728], [1.547, -1.393, 1.951], [0.709, -2.934, 1.621], [-0.226, -1.466, 2.158], [-0.642, -0.965, 0.020], [0.543, 0.748, -0.772], [1.741, -1.038, -1.918], [2.522, -0.401, 0.352], [2.477, 0.796, -1.254], [4.905, -0.392, 1.388], [6.029, 0.064, 1.948], [7.294, -0.407, 1.634], [7.402, -1.413, 0.686], [6.250, -1.903, 0.093], [5.034, -1.359, 0.476], [5.893, 0.847, 2.686], [8.170, 0.002, 2.119], [8.373, -1.809, 0.414], [6.293, -2.688, -0.651], [4.106, -1.708, 0.038], [-2.607, 0.388, 2.470], [-2.483, 1.152, 1.381], [-3.545, 1.791, 0.761], [-4.812, 1.628, 1.297], [-4.967, 0.839, 2.425], [-3.839, 0.247, 2.970], [-1.473, 1.248, 0.996], [-3.384, 2.401, -0.118], [-5.669, 2.109, 0.844], [-5.940, 0.688, 2.871], [-3.910, -0.377, 3.855], [-8.218, 0.917, 1.679], [-8.870, 0.018, 2.424], [-9.516, -1.092, 1.905], [-9.491, -1.283, 0.533], [-8.823, -0.364, -0.261], [-8.206, 0.710, 0.358], [-8.866, 0.212, 3.491], [-10.026, -1.787, 2.557], [-9.985, -2.138, 0.088], [-8.782, -0.479, -1.335], [-7.669, 1.452, -0.222], [4.174, 0.681, -3.337], [4.036, 1.744, -4.135], [5.097, 2.397, -4.741], [6.378, 1.926, -4.505], [6.547, 0.826, -3.679], [5.419, 0.244, -3.125], [3.015, 2.078, -4.287], [4.924, 3.252, -5.381], [7.235, 2.410, -4.959], [7.531, 0.429, -3.469], [5.500, -0.620, -2.475]], "nbo_charge": [-0.683, -0.120, -0.388, 0.583, 0.213, 0.230, 0.236, 0.153, -0.056, 0.003, -0.027, -0.148, -0.420, 0.039, -0.262, -0.171, -0.258, 0.030, 0.194, 0.221, 0.216, 0.220, 0.193, -0.424, 0.027, -0.264, -0.165, -0.258, 0.032, 0.190, 0.218, 0.217, 0.233, 0.191, -0.430, 0.032, -0.259, -0.163, -0.258, 0.035, 0.194, 0.222, 0.219, 0.223, 0.190, -0.414, 0.035, -0.262, -0.169, -0.263, 0.035, 0.193, 0.219, 0.215, 0.219, 0.191], "smiles": "C[C@H](F)[PH4].c1ccncc1.c1ccncc1.c1ccncc1.c1ccncc1", "energy_ha": -1515.2051, "multiplicity": 1}



2.
{"formula": "C12H17N3OS", "method": "wB97M-V/def2-TZVPD", "symbols": ["C", "C", "C", "H", "H", "S", "C", "N", "N", "C", "C", "C", "C", "C", "C", "C", "O", "H", "H", "H", "C", "H", "H", "H", "H", "H", "N", "H", "H", "H", "H", "H", "H", "H"], "positions_angstrom": [[4.554, -0.912, 2.399], [4.362, -1.468, 0.994], [2.960, -2.009, 0.756], [2.890, -2.463, -0.233], [2.673, -2.740, 1.509], [1.695, -0.678, 0.771], [0.581, -1.227, 2.078], [-0.681, -1.228, 1.990], [-1.398, -0.873, 0.931], [-1.275, 0.264, 0.354], [-2.105, 0.641, -0.762], [-1.919, 1.893, -1.359], [-2.676, 2.309, -2.435], [-3.655, 1.445, -2.926], [-3.863, 0.207, -2.359], [-3.096, -0.219, -1.274], [-3.336, -1.434, -0.757], [-2.721, -1.572, -0.001], [-4.619, -0.461, -2.739], [-4.259, 1.753, -3.767], [-2.467, 3.651, -3.071], [-1.688, 4.207, -2.556], [-3.387, 4.233, -3.042], [-2.178, 3.535, -4.115], [-1.153, 2.542, -0.958], [-0.549, 1.003, 0.707], [1.193, -1.777, 3.172], [2.087, -1.388, 3.424], [0.568, -1.959, 3.943], [4.568, -0.684, 0.262], [5.072, -2.282, 0.822], [5.563, -0.527, 2.518], [3.859, -0.092, 2.577], [4.397, -1.690, 3.145]], "nbo_charge": [-0.619, -0.408, -0.514, 0.227, 0.235, 0.153, 0.280, -0.337, -0.298, 0.092, -0.214, -0.155, -0.067, -0.171, -0.286, 0.424, -0.690, 0.508, 0.222, 0.209, -0.619, 0.212, 0.215, 0.215, 0.203, 0.174, -0.825, 0.392, 0.401, 0.204, 0.211, 0.220, 0.210, 0.197], "relative_energy_ev": 0.554, "smiles": "CCCS/C(N)=N\\N=C\\c1cc(C)ccc1O", "energy_ha": -1105.1362, "multiplicity": 1}



3.
{"formula": "C2H4FPS", "method": "wB97M-V/def2-TZVPD", "symbols": ["C", "C", "F", "P", "S", "H", "H", "H", "H"], "positions_angstrom": [[1.965, 0.213, 0.283], [1.385, -0.955, 0.120], [-2.704, -0.002, 0.814], [-2.392, 0.927, -0.482], [2.534, 1.635, 0.405], [-1.010, 1.338, -0.333], [1.948, -1.892, 0.210], [-1.976, -0.291, -1.052], [0.250, -0.974, 0.035]], "lowdin_spin": [0.569, 0.541, 0.001, 0.001, 0.783, -0.001, 0.049, 0.001, 0.055], "relative_energy_ev": 1.719, "s_squared": 2.021, "energy_ha": -917.8543, "multiplicity": 3}



4.
{"formula": "C30H29BiF5N5O2Se3", "method": "wB97M-V/def2-TZVPD", "symbols": ["Bi", "C", "N", "C", "C", "C", "C", "C", "C", "N", "C", "C", "C", "C", "C", "C", "N", "C", "C", "C", "C", "C", "N", "H", "H", "H", "H", "H", "H", "H", "H", "H", "H", "H", "H", "H", "H", "H", "H", "H", "H", "O", "C", "C", "C", "O", "C", "Se", "C", "Se", "H", "H", "H", "H", "H", "H", "H", "H", "H", "H", "F", "C", "C", "F", "C", "F", "C", "Se", "C", "F", "C", "F", "N", "C", "H"], "positions_angstrom": [[-1.336, -0.302, -0.189], [0.012, 2.706, 1.083], [0.777, 1.473, 1.189], [2.121, 1.620, 0.586], [2.518, 0.671, -0.521], [2.479, 1.069, -1.851], [3.020, 0.233, -2.816], [3.576, -0.971, -2.422], [3.532, -1.302, -1.075], [3.026, -0.504, -0.143], [0.865, 1.054, 2.587], [1.345, -0.361, 2.788], [2.250, -0.660, 3.800], [2.626, -1.978, 3.997], [2.096, -2.957, 3.173], [1.194, -2.567, 2.196], [0.818, -1.306, 2.017], [-0.719, 2.976, -0.214], [-0.743, 4.278, -0.689], [-1.552, 4.609, -1.765], [-2.338, 3.627, -2.331], [-2.255, 2.344, -1.823], [-1.464, 2.022, -0.799], [-0.771, 2.697, 1.847], [0.654, 3.571, 1.294], [2.222, 2.639, 0.201], [2.870, 1.487, 1.371], [2.043, 2.020, -2.128], [3.011, 0.526, -3.859], [4.036, -1.637, -3.139], [3.940, -2.244, -0.722], [1.522, 1.733, 3.151], [-0.136, 1.113, 3.020], [2.656, 0.127, 4.424], [3.329, -2.239, 4.778], [2.371, -3.997, 3.285], [0.746, -3.295, 1.527], [-0.146, 5.035, -0.199], [-1.577, 5.626, -2.136], [-3.006, 3.836, -3.154], [-2.884, 1.556, -2.208], [-4.915, -3.425, 2.545], [-5.726, -2.310, 2.198], [-4.897, -1.318, 1.369], [-5.840, -0.211, 0.880], [-6.635, 0.367, 1.907], [-3.768, -0.804, 2.281], [-2.872, 0.877, 1.762], [-4.347, -2.103, 0.172], [-3.591, -1.080, -1.353], [-5.452, -4.061, 3.025], [-6.090, -1.807, 3.100], [-6.592, -2.633, 1.602], [-6.461, -0.613, 0.069], [-5.243, 0.599, 0.474], [-7.352, -0.230, 2.137], [-2.994, -1.567, 2.374], [-4.157, -0.594, 3.275], [-5.146, -2.689, -0.285], [-3.577, -2.794, 0.504], [3.129, -4.204, -7.442], [2.343, -3.758, -6.464], [2.186, -4.497, -5.304], [2.828, -5.658, -5.170], [1.382, -4.016, -4.290], [1.275, -4.741, -3.173], [0.685, -2.813, -4.399], [-0.485, -2.331, -2.974], [0.865, -2.102, -5.574], [0.236, -0.928, -5.751], [1.680, -2.553, -6.596], [1.829, -1.832, -7.709], [-0.546, 0.613, -3.483], [-0.708, -0.281, -2.648], [-0.308, 0.443, -4.453]], "lowdin_charge": [1.181, -0.187, -0.178, -0.106, -0.272, -0.035, -0.068, -0.064, -0.130, 0.123, -0.164, -0.282, -0.022, -0.064, -0.062, -0.136, 0.071, -0.253, -0.012, -0.041, -0.034, -0.155, -0.086, 0.079, 0.125, 0.120, 0.126, 0.110, 0.110, 0.103, 0.108, 0.127, 0.088, 0.111, 0.107, 0.102, 0.110, 0.116, 0.114, 0.114, 0.063, -0.047, -0.229, -0.578, -0.271, -0.052, -0.516, 0.530, -0.507, 0.520, 0.091, 0.123, 0.132, 0.128, 0.057, 0.079, 0.056, 0.060, 0.066, 0.059, 0.129, -0.143, -0.147, 0.124, -0.266, 0.071, -0.424, 0.903, -0.230, 0.067, -0.148, 0.122, 0.005, -0.760, 0.034], "relative_energy_ev": 0.330, "energy_ha": -9502.9954, "multiplicity": 1}